Below is a single C21H29N5O2 molecule, with properties calculated with ωB97M-V with the def2-TZVPD basis set.

Results
Structure (SMILES)   Cc1cnn(CCCNC(=O)C[C@@H]2CCN(Cc3ccc(C(N)=O)cc3)C2)c1
Max |F|   0.07 eV Å⁻¹
Energy relative to the best compared isomer or geometry (same formula, charge and spin)   1.3060 eV
Charge   0
LUMO energy   0.6 eV

Geometry as XYZ:
```
57
Properties=species:S:1:pos:R:3:forces:R:3
C 5.7397 7.0067 2.5503 -0.005 0.002 -0.001
C 4.7171 6.1563 1.8658 0.003 0.007 -0.006
C 3.7046 5.3684 2.4492 0.015 -0.002 0.016
N 2.9813 4.7329 1.5396 -0.006 -0.005 -0.012
N 3.5051 5.0999 0.3658 0.001 0.013 0.001
C 2.9786 4.5345 -0.8577 0.006 -0.001 0.008
C 3.3526 3.0676 -1.0162 -0.009 0.000 -0.007
C 2.7006 2.4575 -2.2527 -0.041 -0.007 -0.046
N 3.0032 1.0513 -2.4379 0.057 0.001 0.046
C 2.4260 0.0187 -1.7480 0.019 0.028 0.056
O 2.9636 -1.0705 -1.6904 -0.039 -0.020 -0.057
C 1.0825 0.2970 -1.0982 -0.002 -0.010 0.004
C 0.4670 -0.9553 -0.4980 0.003 0.004 -0.008
C 0.0289 -2.0084 -1.5445 0.003 0.006 -0.004
C -1.4493 -2.2627 -1.2417 0.000 -0.007 0.005
N -1.5840 -1.8885 0.1624 0.000 -0.001 -0.001
C -2.9536 -1.7589 0.6071 0.000 0.002 -0.003
C -3.6816 -3.0806 0.6301 0.000 -0.009 0.001
C -3.0506 -4.2252 1.1127 0.002 0.001 0.000
C -3.7210 -5.4338 1.1531 -0.006 0.003 -0.002
C -5.0434 -5.5205 0.7265 0.014 0.000 -0.004
C -5.7143 -6.8585 0.7975 -0.026 0.003 0.012
N -7.0833 -6.8456 0.7964 0.016 -0.004 0.019
O -5.0844 -7.8962 0.8371 0.010 0.005 -0.010
C -5.6738 -4.3838 0.2350 0.004 -0.011 0.003
C -4.9928 -3.1759 0.1834 0.001 0.006 0.000
C -0.8195 -0.6585 0.2756 0.009 -0.005 0.005
C 4.5476 5.9489 0.5165 -0.008 -0.010 0.003
H 6.2010 7.7034 1.8509 0.002 -0.002 0.000
H 5.2911 7.5917 3.3536 0.000 0.004 -0.003
H 6.5355 6.4026 2.9890 -0.002 -0.003 0.002
H 3.4732 5.2478 3.4964 -0.002 -0.003 -0.002
H 1.8932 4.6493 -0.8383 -0.002 -0.003 -0.002
H 3.3631 5.1299 -1.6873 0.000 0.000 -0.001
H 4.4393 2.9684 -1.0815 0.002 0.003 -0.001
H 3.0351 2.5289 -0.1214 0.000 0.000 0.002
H 1.6178 2.5828 -2.2026 0.000 0.000 0.002
H 3.0262 2.9894 -3.1498 -0.001 0.002 0.000
H 3.9280 0.8211 -2.7713 0.002 0.002 0.003
H 1.2162 1.0640 -0.3276 0.003 0.003 0.002
H 0.4073 0.7275 -1.8454 -0.001 -0.001 -0.002
H 1.1951 -1.4070 0.1747 -0.001 -0.003 0.000
H 0.1739 -1.6509 -2.5650 0.000 -0.002 0.000
H 0.6185 -2.9161 -1.4388 0.000 0.001 0.003
H -2.0921 -1.6195 -1.8700 -0.001 0.001 -0.002
H -1.7569 -3.2959 -1.4026 -0.004 0.002 -0.001
H -2.9417 -1.3409 1.6185 0.000 0.000 0.001
H -3.5144 -1.0471 -0.0254 -0.001 0.001 0.000
H -2.0211 -4.1560 1.4403 0.000 0.002 -0.001
H -3.2349 -6.3311 1.5119 -0.004 -0.002 -0.001
H -7.5765 -6.0187 1.0815 -0.003 -0.002 -0.012
H -7.5262 -7.7320 0.9734 -0.002 0.005 -0.006
H -6.6846 -4.4387 -0.1497 -0.002 0.002 0.000
H -5.4842 -2.2991 -0.2219 0.000 0.000 0.000
H -0.6459 -0.3995 1.3219 -0.003 0.004 -0.001
H -1.3598 0.1850 -0.1971 -0.003 0.003 0.001
H 5.0771 6.3441 -0.3354 0.003 -0.002 0.000
```
Forces are in eV/Å.